Below is a molecular structure, C27H39N3O5PPdS, with properties calculated with wB97M-V/def2-TZVPD.

The geometry in XYZ format:
```
77
C27H39N3O5PPdS (wB97M-V/def2-TZVPD)
Pd 0.223 -0.405 0.669
S -1.664 -0.001 -0.796
P 2.807 -1.351 0.011
O 1.433 -2.050 0.256
O 3.950 -2.206 -0.313
O 2.455 -0.186 -1.050
O -0.304 1.427 1.948
O 2.983 -0.342 1.246
N -1.820 -2.711 -0.278
N -1.164 -1.735 1.752
N -1.797 -2.208 -2.380
C -2.056 -2.459 3.837
C 3.668 -0.677 2.496
C -1.265 2.197 1.953
C -1.862 -3.906 -0.985
C -3.086 4.077 -1.391
C -1.715 3.840 -1.389
C -1.072 3.230 -0.323
C -1.767 -1.672 -1.151
C 2.488 -0.404 -2.493
C 5.166 -0.690 2.243
C -3.231 3.124 0.830
C -4.087 2.745 2.012
C -1.933 -2.616 1.129
C 3.174 -2.021 3.012
C 3.280 0.449 3.440
C -3.828 3.713 -0.272
C 0.416 3.074 -0.387
C -1.852 -3.588 -2.291
C -2.864 -3.371 3.180
C -1.755 -1.434 -3.615
C -2.812 -3.451 1.798
C -1.847 2.856 0.791
C -1.226 -1.652 3.082
C 1.820 -1.726 -2.850
C 1.708 0.768 -3.067
C -3.735 4.735 -2.574
C 3.938 -0.376 -2.954
H 0.900 3.473 0.506
H 2.090 -2.009 3.142
H 0.680 0.763 -2.696
H 0.752 2.044 -0.490
H 4.401 0.570 -2.670
H -3.313 5.728 -2.737
H -3.537 -4.011 3.734
H 1.761 -1.819 -3.936
H 3.433 -2.826 2.324
H -1.851 -4.213 -3.165
H -3.447 -4.130 1.248
H -3.786 3.275 2.917
H 3.755 0.305 4.411
H 5.691 -0.865 3.184
H -0.909 -0.750 -3.582
H -1.639 -2.124 -4.445
H 3.981 -0.472 -4.040
H 1.693 0.714 -4.156
H 4.499 -1.191 -2.501
H -2.676 -0.867 -3.732
H -2.065 -2.368 4.914
H -4.042 1.675 2.220
H -4.809 4.840 -2.434
H -1.127 4.150 -2.245
H 5.486 0.272 1.841
H -4.895 3.899 -0.257
H 3.600 1.408 3.034
H -3.559 4.156 -3.482
H 2.198 0.476 3.582
H -1.847 -4.860 -0.490
H -1.732 2.403 2.926
H 2.391 -2.571 -2.464
H 0.800 3.612 -1.252
H 5.433 -1.472 1.535
H 3.636 -2.232 3.977
H 0.813 -1.775 -2.427
H 2.178 1.708 -2.775
H -5.126 3.001 1.816
H -0.578 -0.916 3.540
```

Properties
Relative energy (zero: lowest compared OMol25 entry of this formula, charge and spin) = 0.000 eV
Net charge = +1
Multiplicity = 3
E_tot = -2460.0817 Eh